Record 1
The following is a quantum chemistry calculation of a cluster of 6 separate species, C31H45BrF15N2O16PS in total in a non-equilibrium geometry, from OMol25.

## Properties
- LUMO energy: -0.00191 hartree
- Highest occupied orbital energy: -9.074 eV
- Structure (SMILES): CN(C)C(=O)C[C@H]1CCS(=O)(=O)O[C@]1(CCC(N)=O)P(O)Br.CCOC(=O)C(F)(F)F.CCOC(=O)C(F)(F)F.CCOC(=O)C(F)(F)F.CCOC(=O)C(F)(F)F.CCOC(=O)C(F)(F)F
- Gap between HOMO and LUMO: 9.0 eV

Element x y z (Å)
H 2.268 -1.164 -5.815
F -0.416 3.330 -4.130
C -3.578 -5.466 -3.408
C -3.689 -2.468 -2.759
O 6.894 -1.513 3.081
C 0.915 1.395 -4.468
S -1.602 -2.842 -1.282
H 3.489 0.680 0.886
H -4.270 -3.574 -0.966
C -2.513 0.292 6.476
F 1.464 2.326 4.387
H 2.817 -0.271 -4.409
F -6.984 -0.682 3.921
N -4.001 1.573 -3.387
O 1.413 1.458 -3.382
C 6.416 -1.562 1.988
H -2.132 -1.876 0.761
H -2.250 1.421 -2.183
H 0.860 -1.164 -3.099
C -4.733 -4.903 -2.576
H 7.743 -4.113 0.591
H 0.291 -2.009 -4.525
F 7.472 7.472 5.872
H 6.683 3.055 4.009
H 6.469 3.413 2.304
O 6.740 5.065 3.453
O 1.180 0.473 1.780
C 0.743 2.337 3.251
H -3.043 -0.458 -2.510
O -2.523 -5.699 -2.983
C 1.186 -1.640 -4.020
O 2.469 2.312 1.676
H -4.326 -1.696 -0.066
C 6.938 5.484 4.696
C 7.555 6.891 4.675
H 8.289 -3.273 2.032
H -5.560 -3.033 -1.974
H -4.832 -5.569 -1.723
H 5.734 -4.958 1.819
H -5.648 -5.033 -3.138
H 3.290 1.472 -1.490
C 2.636 1.861 -0.712
Br -6.264 -2.899 -4.911
H -4.343 0.984 7.355
C -5.231 -0.403 -2.314
C -3.991 0.144 6.760
C 3.282 1.709 0.647
O 6.712 4.867 5.693
C -2.137 -1.471 -0.243
H -1.442 -0.643 -0.258
C -4.564 -3.469 -1.999
H -1.945 0.349 7.403
C 1.471 1.577 2.135
F -5.352 0.366 2.960
F 6.236 0.280 0.496
C 5.546 -0.453 1.383
N -3.854 -5.761 -4.788
F 0.531 3.622 2.927
C 0.023 2.489 -5.073
O -0.210 -2.686 -1.499
H -3.824 2.373 -5.299
P -4.090 -2.380 -4.620
H -4.862 -5.788 -4.904
F -5.538 -1.778 2.747
C -4.404 2.557 -4.395
H -2.473 2.952 -2.968
H -5.873 -0.936 -3.006
O -3.996 -0.779 -4.980
C 1.933 -0.668 -4.907
C 6.626 -4.625 2.351
F -0.444 1.785 3.516
H -5.450 2.478 -4.667
C 4.697 3.736 3.473
H 1.817 -2.488 -3.762
H -2.330 1.195 5.893
H -3.747 -0.071 -0.217
O -2.272 -2.747 -2.744
F 6.939 7.688 3.788
O -1.873 -4.065 -0.630
O 6.573 -2.534 1.102
C -5.681 -0.765 3.607
F 8.854 6.828 4.335
H 4.412 4.039 4.481
H 1.690 1.323 -0.756
H -3.459 2.571 -1.577
O -5.935 1.805 -2.261
H 7.241 -5.492 2.587
H -4.201 3.586 -4.112
F 4.474 -0.949 0.731
C -3.852 -1.049 -2.094
H -2.140 -0.551 5.894
H 4.235 4.441 2.781
C 6.202 3.737 3.309
H 4.295 2.744 3.285
H -3.503 -5.007 -5.370
H -4.210 -0.764 7.320
H 4.235 2.237 0.661
O -4.349 -2.013 5.190
F 0.707 3.208 -5.977
C -4.826 -0.968 4.866
C -3.596 -1.084 -0.584
H 6.296 -4.170 3.285
F -1.050 1.970 -5.689
C -3.001 2.151 -2.476
O 1.072 0.410 -5.335
H -5.753 -0.397 -1.364
O -4.745 0.176 5.533
C -5.115 1.075 -2.650
C 7.406 -3.638 1.510
H 2.419 2.909 -0.926
H -4.734 -0.608 -5.583
F 5.094 0.388 2.322


Record 2
The following is a quantum chemistry calculation of a structure of composition C31H45Cl4N6O2P2SV in a non-equilibrium geometry, from OMol25.

## Properties
- 2S+1: 2
- Net charge: +1
- LUMO energy (spin up / spin down): -0.12671 / -0.12532 hartree
- Highest occupied orbital energy (spin up / spin down): -10.036 / -10.116 eV
- ⟨S²⟩: 0.78
- Gap between HOMO and LUMO (spin up / spin down): 6.6 / 6.7 eV

Element x y z (Å)
H 10.919 5.810 7.743
H 13.289 11.834 6.142
C 10.546 8.678 12.538
H 10.526 14.165 13.136
H 14.837 10.300 7.466
N 9.443 9.930 9.090
H 8.517 9.716 9.404
H 6.765 14.292 9.751
H 10.827 8.138 11.612
N 10.200 8.748 9.180
H 11.327 12.874 7.173
C 9.967 10.747 13.641
H 4.957 9.622 15.215
C 7.231 15.104 6.452
N 7.094 8.070 12.414
N 5.843 9.756 13.317
C 12.759 12.865 11.844
H 5.891 14.374 11.280
C 10.535 14.691 12.145
H 8.111 6.423 11.742
C 6.503 13.930 6.248
H 10.464 6.176 9.426
Cl 7.068 16.532 5.471
H 13.189 13.776 12.306
H 9.569 10.562 15.769
C 8.596 7.462 7.860
C 7.752 7.340 11.317
H 8.456 6.823 7.001
H 5.118 8.095 14.382
Cl 5.913 11.365 6.849
H 5.371 10.623 13.110
H 6.707 13.876 13.459
H 9.098 15.549 10.713
H 9.951 8.170 15.832
H 11.730 8.680 6.920
C 13.496 10.358 9.131
C 10.096 7.815 8.030
H 10.617 7.765 5.942
H 8.622 7.915 10.943
V 9.631 12.102 9.861
H 9.365 10.208 8.110
C 6.585 13.780 10.690
C 10.898 6.569 8.487
C 6.779 12.794 7.001
O 8.139 11.879 8.751
H 10.588 6.891 13.704
C 7.551 13.196 13.261
H 12.935 14.096 9.229
H 11.921 6.864 8.727
C 13.900 10.692 7.860
C 8.597 14.016 8.108
C 10.366 10.030 12.515
H 13.459 12.412 11.178
C 6.592 9.302 12.290
C 10.367 7.970 13.702
P 11.330 13.527 10.920
N 11.843 10.227 10.850
H 7.081 7.137 10.489
H 14.046 9.674 9.779
H 8.634 15.743 12.424
H 11.650 15.347 9.342
C 8.248 15.152 7.412
C 9.078 15.040 11.700
S 6.856 10.313 10.967
H 8.369 13.387 13.981
Cl 5.252 13.902 5.061
H 12.467 12.224 12.675
H 9.921 11.846 13.653
C 10.030 8.652 14.878
H 11.189 8.985 9.247
H 6.575 8.882 15.057
H 7.252 12.155 13.398
H 11.190 15.548 12.259
P 8.136 13.451 11.558
C 12.264 10.772 9.627
Cl 9.274 16.516 7.758
H 6.875 7.552 13.243
C 9.823 10.028 14.837
H 7.912 8.307 7.710
O 9.527 13.842 9.004
C 13.055 11.563 7.166
C 11.886 12.123 7.723
H 10.165 9.349 6.508
C 7.779 12.853 7.966
H 8.240 6.916 8.695
H 12.940 15.279 10.576
H 6.115 12.845 10.408
N 10.756 10.700 11.249
C 12.309 14.695 9.915
C 10.688 8.417 6.768
C 5.621 9.047 14.550
C 11.474 11.725 8.997


Record 3
The following is a quantum chemistry calculation of a structure of composition C31H45ClF5PSc in a non-equilibrium geometry, from OMol25.

## Properties
- Net charge: -1
- LUMO energy (spin up / spin down): 0.07773 / 0.07759 hartree
- Highest occupied orbital energy (spin up / spin down): -0.287 / -1.749 eV
- Gap between HOMO and LUMO (spin up / spin down): 2.4 / 3.9 eV

Element x y z (Å)
H 2.951 -0.676 0.512
H -0.104 3.766 -2.930
C 2.508 -0.067 -0.299
C -0.969 -3.475 -2.462
C -0.797 2.382 3.321
H 2.774 -1.629 -1.798
H -1.639 1.816 0.240
Sc -3.192 2.630 1.157
H 4.842 1.027 0.919
H -0.267 0.414 6.114
H 2.534 2.058 -0.796
Cl -4.787 4.194 1.051
F -4.080 -2.091 -1.922
C 5.161 0.877 -1.208
C -0.508 1.747 -3.533
C 4.618 -0.516 -1.575
H -0.741 3.483 3.153
C 0.368 1.071 -2.479
C 0.955 -3.124 -0.249
H 1.909 -3.062 -0.795
H 2.713 0.004 -2.460
C -0.319 -2.114 -2.171
H -1.869 2.074 3.088
H 2.537 1.726 0.944
H 1.025 -5.281 -0.261
H -1.356 1.087 -3.775
C 0.312 -4.493 -0.527
H -0.713 -5.590 -2.095
H 4.737 2.564 0.079
H 0.594 -2.024 -2.781
C -0.129 -4.666 -1.982
C -4.410 -1.849 0.416
C 2.938 1.385 -0.023
H -0.463 -0.975 1.881
F -3.910 1.123 2.518
H -0.903 -2.027 -0.112
C 4.469 1.505 0.005
C 0.042 -1.964 -0.684
P 0.660 -0.287 -0.086
H -1.898 4.051 -1.314
H -2.716 2.579 -1.843
H -1.633 3.569 -3.795
C -4.162 0.324 1.330
H -0.175 2.837 -0.206
H -1.325 0.274 -1.350
H -1.159 -3.558 -3.539
C -4.431 -1.016 1.534
C -4.139 -1.286 -0.834
H 0.716 0.106 -2.880
C -1.728 3.024 -1.666
H 0.345 2.109 1.467
F -4.684 -3.163 0.543
F -3.560 0.546 -2.227
H 1.260 1.690 -2.284
H 0.750 -4.761 -2.634
H 1.469 -0.264 4.825
H -1.487 0.186 4.864
F -4.679 -1.493 2.778
H 1.229 -1.489 1.915
H -1.954 -3.500 -1.975
H 2.041 0.578 2.839
H 5.049 1.543 -2.074
C 3.088 -0.591 -1.616
C 0.580 -0.610 1.758
C 0.548 -0.186 4.228
H 0.181 -1.218 4.116
C -0.976 2.209 -0.609
H 1.194 -3.091 0.822
C -3.917 0.083 -0.982
H 5.021 -0.835 -2.543
H 6.237 0.795 -1.010
C -0.985 3.114 -3.033
H -1.292 2.567 5.444
C -0.519 2.094 4.826
H 4.972 -1.243 -0.832
H 0.450 2.532 5.107
H -0.559 -4.613 0.131
C -0.484 0.588 5.055
C -0.410 0.876 -1.174
C 0.941 0.408 2.825
H 0.079 1.858 -4.455
C -3.955 0.966 0.106
H -1.009 -1.330 -2.516
C 0.196 1.719 2.482


What is the formula in the second record?
C31H45Cl4N6O2P2SV